Here is a structure of composition C9H10FNOP2 at a distorted geometry from the Open Molecules 2025 dataset. Energies are from ωB97M-V with the def2-TZVPD basis set.

Atoms and positions in Å:
C: -2.585 1.509 0.196
C: -2.140 0.539 -0.802
C: -1.653 2.237 0.943
C: -0.751 0.368 -0.950
C: -0.336 2.028 0.709
C: 0.168 1.153 -0.266
C: 0.631 -2.770 0.236
C: 1.549 -2.062 -0.345
C: 2.306 -1.023 0.309
N: 4.026 1.160 -0.242
O: 1.523 0.957 -0.400
F: 2.011 -0.684 1.561
P: 2.664 2.088 -0.062
P: 3.928 -0.444 -0.214
H: -3.688 1.666 0.299
H: -2.794 -0.128 -1.367
H: -1.996 2.963 1.736
H: -0.344 -0.337 -1.632
H: 0.406 2.523 1.348
H: 0.111 -3.476 -0.367
H: 0.297 -2.438 1.198
H: 1.789 -2.168 -1.384
H: 2.441 1.956 1.484
H: 4.027 -0.616 -1.707

Calculated values
* frontier orbital gap (alpha / beta): 0.2212 / 0.2514 hartree
* energy relative to the best compared isomer or geometry (same formula, charge and spin): 9.8 kcal/mol
* HOMO energy (alpha / beta): -7.69 / -7.95 eV
* F_max: 2.73 eV/Å
* E_tot: -34323.641 eV

=====

Here is an isolated molecule of C3H2N2S at a distorted geometry from the Open Molecules 2025 dataset. Energies are from ωB97M-V with the def2-TZVPD basis set.

Atoms and positions in Å:
S: 2.887 0.022 -0.060
C: 1.240 0.126 0.209
N: 0.269 1.317 0.256
C: -0.797 0.648 -0.169
C: -0.777 -0.774 -0.059
N: 0.452 -1.105 0.227
H: -1.762 1.344 -0.321
H: -1.513 -1.578 -0.083

Calculated values
* frontier orbital gap: 0.2674 hartree
* energy relative to the best compared isomer or geometry (same formula, charge and spin): 33.3 kcal/mol
* HOMO energy: -9.52 eV
* SMILES string: S=C1N=CC=N1
* F_max: 6.66 eV/Å
* E_tot: -16955.959 eV